# 1
ORCA calculation (the ωB97M-V functional and the def2-TZVPD basis) on the molecule C17H21N3O4 at a distorted geometry.

```
45
C17H21N3O4, DFT the ωB97M-V functional and the def2-TZVPD basis
H 4.486 -1.113 -1.861
C 6.593 -0.545 -1.708
C 5.151 -0.568 -1.194
H 7.478 0.376 0.051
C 0.515 2.109 0.218
H -8.992 -0.794 0.653
H -5.487 2.135 -0.406
N -1.681 0.934 0.177
H 8.383 -1.054 -0.518
C -8.708 -1.523 -0.113
H -8.832 -1.077 -1.105
H 4.914 -0.835 2.275
C -5.093 -1.637 0.242
H 6.798 -1.426 -2.317
H 4.769 0.446 -1.075
H -2.997 -1.231 0.376
C -2.954 1.397 -0.039
C 1.128 0.780 0.646
C -5.390 1.076 -0.225
O -1.685 3.093 -0.188
C -6.507 0.264 -0.200
N 3.235 -0.240 1.191
O 3.265 1.875 0.404
C 4.666 -0.382 1.311
H 0.750 2.890 0.945
C 7.389 -0.620 -0.406
H 0.856 0.005 -0.073
H -5.008 -2.697 0.421
H 0.732 0.483 1.618
H 0.948 2.429 -0.734
C 2.645 0.883 0.722
C -6.369 -1.103 0.035
C -4.121 0.544 -0.017
C -3.984 -0.825 0.217
H -9.348 -2.400 -0.030
O 6.641 -1.482 0.428
O -7.395 -1.991 0.083
H -7.478 0.703 -0.363
H 5.095 0.621 1.266
H 6.822 0.347 -2.285
H 4.773 -2.232 0.200
C 5.265 -1.250 0.186
H 2.671 -1.053 1.378
N -2.983 2.687 -0.261
C -0.953 2.001 0.076
```

Output
SMILES: COc1ccc(-c2noc(CCC(=O)NC[C@H]3CCCO3)n2)cc1
charge: 0
frontier orbital gap: 9.07 eV
energy above the lowest of the compared OMol25 structures with the same formula, charge and spin: 3.1585 eV
F_max: 1.21 eV Å⁻¹
LUMO energy: 0.641 eV
E_HOMO: -0.310 hartree

=====

# 2
ORCA calculation (the ωB97M-V functional and the def2-TZVPD basis) on a structure of composition C29H36N2OS2Sb2V.

```
73
C29H36N2OS2Sb2V, DFT the ωB97M-V functional and the def2-TZVPD basis
H -4.072 0.215 -5.072
H -3.297 -2.258 3.851
H 4.271 4.107 -4.540
V -0.528 -0.812 -0.023
C 0.695 0.186 7.147
H -3.385 -3.218 2.367
H 1.326 1.116 -5.401
C 1.364 1.889 -3.401
H 1.069 2.476 2.860
C -1.684 -1.021 -5.583
H 3.497 4.204 -2.199
C 1.596 -0.218 4.525
C 2.188 -0.563 3.182
C 3.427 0.183 0.381
C -2.397 -0.957 -4.363
H 0.746 -3.713 3.546
Sb -0.999 -1.909 2.487
H 0.948 -2.813 -4.473
C -1.827 -1.611 -3.257
H 2.102 -1.639 2.989
H 0.332 0.335 8.155
H -5.244 0.179 -2.903
C -0.227 -3.342 3.859
H 4.146 0.829 0.883
C -3.078 -2.259 2.783
C -0.492 -1.681 -5.631
C 3.014 3.536 -2.899
C -0.820 -0.140 3.706
H 3.769 -0.850 0.445
S -2.741 1.609 0.967
C 2.053 0.125 6.888
H 0.073 -1.761 -6.548
N -0.633 -2.266 -3.307
C 3.450 3.479 -4.220
H 0.962 2.965 1.165
C 0.221 -0.111 4.784
N -1.901 -2.323 -0.943
C 1.534 2.376 1.880
H -3.637 -1.454 2.305
H -1.265 0.150 6.296
C -3.643 -0.295 -4.220
H -4.286 -1.034 -0.976
H 2.773 0.227 7.689
H -0.133 -2.855 4.830
C -1.750 0.453 0.541
H -0.930 2.806 -2.018
Sb 1.531 0.329 1.334
H 2.558 2.743 1.931
H -1.569 2.435 -3.656
C 1.798 1.807 -4.714
O 0.376 0.422 -1.504
H -2.107 1.474 -2.241
H -1.808 0.006 4.146
C -2.534 -1.626 -2.024
S 0.027 0.844 -2.935
H -0.700 0.677 2.992
H 1.621 2.772 -1.453
C -3.744 -1.010 -1.912
H 3.261 -0.365 3.218
H -2.580 -2.748 -0.322
H 3.550 -0.144 5.389
C 2.847 2.621 -5.125
C 1.962 2.742 -2.480
H -0.916 -4.180 3.937
H -2.097 -0.546 -6.465
C -0.203 0.073 6.099
H 3.348 0.468 -0.668
H -1.319 -3.049 -1.361
C 2.487 -0.076 5.588
H 3.195 2.572 -6.147
C -1.279 2.023 -2.690
C -4.291 -0.320 -3.020
C -0.001 -2.287 -4.450
```

Output
charge: +1
frontier orbital gap (spin up / spin down): 7.47 / 5.95 eV
energy above the lowest of the compared OMol25 structures with the same formula, charge and spin: 0.7472 eV
F_max: 0.82 eV Å⁻¹
LUMO energy (spin up / spin down): -2.596 / -2.715 eV
multiplicity: 3
E_HOMO (spin up / spin down): -0.370 / -0.318 hartree

=====

# 3
ORCA calculation (the ωB97M-V functional and the def2-TZVPD basis) on a structure of composition C35H67IrN13SeSi at a distorted geometry.

```
118
C35H67IrN13SeSi, DFT the ωB97M-V functional and the def2-TZVPD basis
H 1.887 0.024 3.258
H 0.361 -1.592 -4.186
H -4.287 3.231 1.192
H -1.653 -0.083 -4.227
C -3.044 0.305 1.473
H 0.090 5.935 -1.093
C -1.151 2.155 4.446
N -2.291 0.454 0.383
N -1.229 0.649 -2.292
H 2.229 2.458 6.147
C 1.406 3.130 -0.304
C -2.958 -4.331 -0.886
N 1.442 4.358 -0.901
C 2.126 -1.470 -2.300
Se -0.231 1.899 1.753
H 2.846 5.490 -1.941
N -0.714 -2.360 -0.737
H -2.069 2.323 -0.533
H 0.723 0.117 -4.205
Ir -0.160 -0.230 -0.574
Si -1.380 -3.722 -1.661
C 0.542 -3.795 2.408
H -2.699 -2.044 0.525
H 1.384 1.319 -2.708
C 0.280 4.957 -1.542
N -3.889 1.280 1.921
H -2.049 -4.432 -3.855
C -0.126 -2.598 0.452
N 2.739 -1.686 -1.045
C -5.232 0.947 2.400
N 2.769 -1.854 -3.432
H -0.597 4.334 -1.381
C -0.144 -5.114 -1.727
H -2.719 -2.831 -3.596
H 3.224 -0.750 2.420
H 0.696 -4.878 -2.393
H 3.511 4.591 -0.584
C 2.934 -0.969 -4.591
C 1.327 -2.699 2.774
H 3.600 -3.403 -4.532
C -2.972 -2.148 1.567
H -5.353 1.178 3.461
H -2.228 -2.759 2.073
H 3.818 0.101 -1.257
H 3.319 2.050 2.201
C 3.179 2.309 1.151
H 2.946 -3.017 0.553
C -1.823 -3.441 -3.446
H -1.016 -3.031 -4.052
C 3.986 -0.929 -0.937
H 2.132 0.332 1.526
N -3.054 -0.838 2.191
H -3.941 -2.652 1.647
H 1.966 -3.630 -0.781
H 1.130 3.049 -2.752
H 2.556 6.068 -0.296
H 0.431 5.108 -2.615
C 0.291 -0.678 -3.601
C -1.136 -0.385 -3.313
H -0.648 -5.996 -2.139
H 2.323 -1.270 -5.443
H -3.251 -5.275 -1.360
C -2.725 1.442 -0.576
N 0.988 -0.820 -2.330
H -3.282 0.126 4.052
H 3.743 -3.580 -0.912
N 0.900 2.061 -0.868
C -0.184 -3.757 1.244
H -3.784 3.133 2.877
H -0.717 2.012 -3.843
H 0.974 4.846 1.542
C -3.616 2.715 1.883
H -3.778 -3.619 -1.036
N 1.934 3.060 0.983
C 0.764 2.120 -2.322
C -2.649 0.828 -1.926
H 0.273 -5.396 -0.757
H 1.803 4.002 2.844
C 2.652 5.172 -0.915
H -4.293 -1.319 3.845
C 2.861 -3.059 -0.534
H -1.267 2.741 -2.346
C 2.190 -0.413 2.310
C -0.998 2.346 5.813
C 1.316 -1.578 1.981
C -3.321 -0.872 3.624
H 4.807 -1.349 -1.531
H -3.749 1.768 -0.395
N 0.553 -1.544 0.864
H -5.960 1.539 1.842
H -5.450 -0.105 2.235
H 0.509 -4.678 3.037
H -2.874 -4.514 0.190
H 3.090 -3.880 -2.924
C -0.015 2.057 3.649
H -1.868 2.420 6.459
H -3.126 -0.151 -1.903
C 1.273 2.366 5.641
H 3.135 1.402 0.560
H 2.146 2.078 3.705
N 0.189 2.452 6.412
C 3.563 -3.086 -3.491
C 1.868 4.281 1.796
H 1.939 -2.714 3.665
H 2.749 4.919 1.670
C 1.224 2.160 4.266
H -2.588 2.905 1.600
H 4.294 -0.924 0.110
H -0.815 -4.584 0.947
H -1.618 -1.263 -2.920
H 3.980 -1.004 -4.895
H -2.555 -1.482 4.105
H -3.172 1.440 -2.665
C -0.662 1.936 -2.754
H -2.139 2.084 4.011
H 2.709 0.061 -4.326
H 4.587 -2.945 -3.141
H 4.047 2.905 0.844
```

Output
charge: +2
frontier orbital gap (spin up / spin down): 7.34 / 6.92 eV
energy above the lowest of the compared OMol25 structures with the same formula, charge and spin: 2.7750 eV
F_max: 3.88 eV Å⁻¹
LUMO energy (spin up / spin down): -5.056 / -5.517 eV
multiplicity: 2
E_HOMO (spin up / spin down): -0.455 / -0.457 hartree

=====

# 4
ORCA calculation (the ωB97M-V functional and the def2-TZVPD basis) on a cluster of 2 separate species, C2H6BrOS in total at a distorted geometry.

```
11
C2H6BrOS, DFT the ωB97M-V functional and the def2-TZVPD basis
Br 0.066 -0.781 -2.412
H -1.917 0.147 -0.146
H 1.310 -1.911 0.446
C -1.195 0.973 -0.123
H -1.005 1.698 0.770
H -1.507 1.429 -1.032
C 0.585 -1.052 0.610
H 1.051 -0.790 1.619
O 2.407 1.607 0.071
H -0.266 -1.600 0.670
S 0.469 0.281 -0.472
```

Output
charge: +1
frontier orbital gap: 8.18 eV
energy above the lowest of the compared OMol25 structures with the same formula, charge and spin: 5.5866 eV
F_max: 5.10 eV Å⁻¹
LUMO energy: -7.815 eV
E_HOMO: -0.588 hartree

=====

# 5
ORCA calculation (the ωB97M-V functional and the def2-TZVPD basis) on the molecule C3H3FOS at a distorted geometry.

```
9
C3H3FOS, DFT the ωB97M-V functional and the def2-TZVPD basis
H -1.192 1.779 0.751
C 1.847 -0.527 0.025
O 2.958 -0.793 -0.161
H 1.007 -1.311 0.427
H -2.542 -0.064 0.261
F -1.168 -1.207 -0.667
C -1.450 -0.034 -0.103
S 1.172 1.112 -0.584
C -0.632 1.044 0.050
```

Output
SMILES: O=CS/C=C\F
charge: 0
frontier orbital gap: 10.34 eV
energy above the lowest of the compared OMol25 structures with the same formula, charge and spin: 1.3825 eV
F_max: 4.48 eV Å⁻¹
LUMO energy: 0.753 eV
E_HOMO: -0.352 hartree

=====

# 6
ORCA calculation (the ωB97M-V functional and the def2-TZVPD basis) on a cluster of 3 separate species, C6H12O4 in total at a distorted geometry.

```
22
C6H12O4, DFT the ωB97M-V functional and the def2-TZVPD basis
H 0.437 -0.849 2.628
H -0.383 -2.056 -1.119
C -0.603 -0.903 0.685
C -1.037 -1.987 -0.254
C -0.661 0.852 -0.672
H -1.092 1.352 -2.725
H -0.415 1.904 -0.513
H 2.241 1.206 1.797
H -0.978 -2.928 0.297
O 1.992 0.492 -0.917
C -0.665 0.524 -2.151
C 1.281 0.641 0.013
O 1.286 -1.168 2.238
H -1.285 -0.346 -2.373
O -1.152 -0.568 1.715
H -2.067 -1.813 -0.565
H -1.660 0.803 -0.240
H 1.578 2.544 0.838
C 1.388 1.535 1.203
O 0.963 -1.067 0.835
H 0.487 1.487 1.811
H 0.344 0.346 -2.530
```

Output
charge: 0
frontier orbital gap: 9.29 eV
energy above the lowest of the compared OMol25 structures with the same formula, charge and spin: 6.5493 eV
F_max: 2.07 eV Å⁻¹
LUMO energy: 0.530 eV
E_HOMO: -0.322 hartree